This record from OMol25 describes an isolated ion of composition C3H7N4 and charge +1. The level of theory is ωB97M-V/def2-TZVPD.

gap between HOMO and LUMO: 7.88 eV
energy relative to the best compared isomer or geometry (same formula, charge and spin): 2.3669 eV
DFT total energy: -337.21728 Ha
strongest force on any atom: 0.1786 hartree/bohr

```
! RIJCOSX wB97M-V def2-TZVPD def2/J DEFGRID3
* xyz 1 1
N 2.459 -0.287 0.088
C 1.200 0.014 -0.074
C 0.371 1.568 -0.028
N -0.880 1.118 -0.065
C -1.068 -0.191 -0.101
N -2.181 -0.875 0.025
N 0.156 -0.819 -0.080
H 3.307 0.372 -0.111
H 2.586 -1.284 0.076
H 0.864 2.524 0.079
H -1.603 1.804 0.241
H -2.244 -1.806 0.260
H -3.167 -0.369 -0.138
H 0.200 -1.769 -0.174
*
```

Here are the natural (NBO) charges for atoms 1 to 8, given in e: atom 1 (N): -0.7823, atom 2 (C): 0.4119, atom 3 (C): -0.2103, atom 4 (N): -0.4888, atom 5 (C): 0.5277, atom 6 (N): -0.7992, atom 7 (N): -0.5274, atom 8 (H): 0.4639

=====

This record from OMol25 describes C24H26BNO4 as an isolated structure. The level of theory is ωB97M-V/def2-TZVPD.

gap between HOMO and LUMO: 6.94 eV
energy relative to the best compared isomer or geometry (same formula, charge and spin): 2.8883 eV
DFT total energy: -1310.51738 Ha
strongest force on any atom: 0.1011 hartree/bohr

```
! RIJCOSX wB97M-V def2-TZVPD def2/J DEFGRID3
* xyz 0 1
C 3.640 -2.903 0.142
C 3.455 -1.498 0.043
C 4.000 -0.264 -0.185
C 2.998 0.728 -0.272
C 1.792 -0.092 -0.122
B 0.525 2.456 0.050
O -0.088 2.014 1.197
C -0.949 3.165 1.311
C -0.465 4.118 0.101
C -1.138 5.410 0.140
C -1.017 3.200 -1.103
O -0.086 2.082 -1.107
C 1.060 4.462 0.036
O 1.736 3.152 0.040
O 2.144 -1.280 0.114
H 4.723 -3.063 0.205
H 3.165 -3.334 1.052
H 3.275 -3.426 -0.767
H 5.049 -0.090 -0.272
H 3.183 1.791 -0.442
H -2.057 3.050 1.036
H -0.808 3.644 2.291
H -0.709 5.929 -0.741
H -2.166 5.092 0.146
H -0.689 5.860 1.041
H -2.075 2.973 -0.773
H -0.997 3.683 -2.095
H 1.248 5.048 -0.881
H 1.297 4.996 0.966
C -2.097 -4.417 0.026
N -1.591 -2.999 -0.076
C -1.420 -2.306 1.130
C -1.900 -2.844 2.336
C -1.532 -2.236 3.541
C -0.572 -1.188 3.611
C 0.002 -0.688 2.427
C -0.537 -1.179 1.215
C 0.083 -0.720 -0.045
C -0.454 -1.250 -1.321
C -1.306 -2.405 -1.311
C -1.857 -2.876 -2.523
C -1.546 -2.152 -3.690
C -0.486 -1.186 -3.702
C 0.085 -0.733 -2.507
H -2.266 -4.980 -0.924
H -1.486 -5.045 0.678
H -3.129 -4.485 0.466
H -2.657 -3.618 2.359
H -2.000 -2.474 4.495
H -0.129 -0.816 4.518
H 0.787 0.079 2.433
H -0.071 0.337 -0.054
H -2.605 -3.696 -2.543
H -2.121 -2.298 -4.626
H -0.088 -0.769 -4.618
H 0.848 0.045 -2.448
*
```

Here are the natural (NBO) charges for atoms 1 to 8, given in e: atom 1 (C): -0.6436, atom 2 (C): 0.2268, atom 3 (C): -0.2952, atom 4 (C): -0.3573, atom 5 (C): 0.2734, atom 6 (B): 1.3226, atom 7 (O): -0.7319, atom 8 (C): -0.0407

=====

This record from OMol25 describes C39H36BrKN10O5S2 as an isolated structure. The level of theory is ωB97M-V/def2-TZVPD.

gap between HOMO and LUMO: 4.84 eV
energy relative to the best compared isomer or geometry (same formula, charge and spin): 0.0000 eV
DFT total energy: -6402.01085 Ha
strongest force on any atom: 0.0224 hartree/bohr

```
! RIJCOSX wB97M-V def2-TZVPD def2/J DEFGRID3
* xyz -2 1
K 0.205 0.354 0.273
O 4.421 1.865 2.251
C 5.293 1.456 1.391
C 6.673 1.771 1.545
C 7.633 1.342 0.652
C 7.288 0.578 -0.462
C 5.946 0.269 -0.645
C 4.954 0.680 0.233
C 3.513 0.316 -0.107
O 2.592 1.098 0.599
N 3.318 -1.118 0.139
N 2.290 -1.728 -0.480
C 1.869 -2.841 -0.015
C 0.766 -3.575 -0.644
Br -0.297 -2.625 -1.886
C 0.419 -4.834 -0.366
C 1.136 -5.782 0.508
C 2.526 -5.888 0.542
C 3.143 -6.810 1.376
C 2.381 -7.648 2.177
C 0.995 -7.564 2.135
C 0.378 -6.642 1.306
H 3.106 1.458 1.401
H 6.941 2.363 2.413
H 8.672 1.606 0.825
H 8.038 0.242 -1.167
H 5.647 -0.316 -1.511
H 3.321 0.433 -1.178
H 3.530 -1.417 1.086
H 2.290 -3.282 0.890
H -0.505 -5.209 -0.790
H 3.128 -5.256 -0.098
H 4.225 -6.872 1.396
H 2.865 -8.363 2.831
H 0.389 -8.203 2.765
H -0.700 -6.548 1.306
N 5.606 6.319 -0.885
C 4.275 5.862 -0.783
C 3.966 4.806 0.073
C 2.662 4.365 0.178
C 1.650 4.968 -0.561
C 1.946 6.024 -1.402
C 3.256 6.476 -1.506
S 0.024 4.271 -0.429
O -0.854 5.021 -1.296
O -0.311 4.291 0.988
N 0.222 2.726 -0.783
C 0.573 2.387 -2.050
N 0.853 3.314 -2.998
C 1.139 2.874 -4.209
C 1.170 1.533 -4.558
C 0.932 0.650 -3.510
N 0.657 1.049 -2.286
H 6.271 5.598 -0.642
H 5.821 6.686 -1.800
H 4.740 4.302 0.643
H 2.444 3.514 0.807
H 1.154 6.464 -1.995
H 3.493 7.301 -2.171
H 1.366 3.636 -4.953
H 1.399 1.196 -5.558
H 0.987 -0.427 -3.651
N -3.814 -1.786 1.632
C -3.065 -2.768 2.323
C -3.493 -3.833 3.061
C -2.532 -4.697 3.637
C -1.189 -4.435 3.419
C -0.753 -3.362 2.637
C -1.689 -2.489 2.062
N -1.509 -1.404 1.292
C -2.812 -0.746 1.265
C -3.146 -0.223 -0.121
C -4.266 -0.507 -0.838
S -4.245 0.344 -2.323
C -2.741 1.033 -1.892
N -2.280 0.657 -0.743
H -4.576 -1.404 2.177
H -4.555 -4.011 3.209
H -2.845 -5.530 4.256
H -0.443 -5.077 3.877
H 0.308 -3.167 2.522
H -5.045 -1.195 -0.560
H -2.225 1.730 -2.540
N 0.466 2.053 2.732
C -0.574 1.240 3.058
O -0.501 0.392 3.931
C -1.846 1.506 2.248
C -2.888 0.389 2.330
H 1.339 1.929 3.217
H 0.326 2.842 2.108
H -1.603 1.744 1.211
H -2.249 2.442 2.647
H -3.892 0.832 2.294
H -2.772 -0.113 3.294
*
```

Here are the Mulliken charges for atoms 1 to 8, given in e: atom 1 (K): 0.9555, atom 2 (O): -0.9446, atom 3 (C): 0.6204, atom 4 (C): -0.4951, atom 5 (C): -0.3731, atom 6 (C): -0.8406, atom 7 (C): -0.2882, atom 8 (C): -0.1989

=====

This record from OMol25 describes a 8-piece molecular cluster, C17H35Cl14NO overall. The level of theory is ωB97M-V/def2-TZVPD.

gap between HOMO and LUMO (spin up / spin down): 8.41 / 3.28 eV
DFT total energy: -7241.05086 Ha
strongest force on any atom: 0.0582 hartree/bohr

```
! RIJCOSX wB97M-V def2-TZVPD def2/J DEFGRID3
* xyz 1 2
Cl -13.522 8.908 -3.846
C -15.182 8.523 -3.606
C -15.391 7.192 -2.829
Cl -17.025 7.075 -2.250
H -15.706 8.714 -4.543
H -15.387 9.393 -2.982
H -14.731 6.950 -1.996
H -15.315 6.399 -3.574
Cl -14.948 11.608 1.592
C -14.516 12.269 0.037
C -14.047 11.155 -0.931
Cl -12.329 10.850 -0.618
H -13.845 13.125 0.107
H -15.442 12.675 -0.371
H -14.113 11.601 -1.923
H -14.647 10.245 -0.966
Cl -13.156 6.907 0.315
C -12.356 7.559 1.736
C -13.333 8.279 2.688
Cl -14.550 7.110 3.287
H -11.462 8.152 1.545
H -12.052 6.745 2.394
H -13.946 8.975 2.115
H -12.903 8.798 3.545
Cl -18.370 8.755 -5.975
C -18.998 9.179 -4.324
C -20.431 9.743 -4.336
Cl -21.745 8.503 -4.590
H -18.256 9.893 -3.968
H -18.865 8.273 -3.732
H -20.537 10.625 -4.968
H -20.628 10.270 -3.403
Cl -18.011 12.816 -7.164
C -16.671 13.652 -6.361
C -15.669 12.542 -5.879
Cl -16.097 11.992 -4.243
H -17.187 14.163 -5.548
H -16.258 14.391 -7.048
H -14.670 12.978 -5.887
H -15.653 11.674 -6.538
Cl -17.334 3.907 -0.641
C -16.261 2.809 -1.393
C -16.206 3.127 -2.846
Cl -15.092 1.980 -3.698
H -16.525 1.791 -1.107
H -15.289 3.051 -0.964
H -15.719 4.099 -2.921
H -17.129 3.318 -3.394
Cl -18.432 3.376 -6.344
C -16.870 3.991 -6.960
C -16.486 5.336 -6.241
Cl -14.791 5.766 -6.523
H -17.015 4.062 -8.038
H -16.122 3.284 -6.599
H -16.620 5.307 -5.160
H -17.108 6.089 -6.727
C -10.464 9.973 -7.650
O -9.693 9.290 -8.280
N -10.256 10.449 -6.371
C -11.197 11.217 -5.655
C -8.898 10.261 -5.788
H -11.400 10.250 -8.160
H -10.820 12.219 -5.452
H -11.533 10.708 -4.752
H -12.073 11.577 -6.195
H -8.665 11.137 -5.183
H -8.922 9.397 -5.124
H -8.067 10.011 -6.448
*
```

Here are the natural (NBO) charges for atoms 1 to 8, given in e: atom 1 (Cl): -0.0780, atom 2 (C): -0.4088, atom 3 (C): -0.4172, atom 4 (Cl): -0.0181, atom 5 (H): 0.2484, atom 6 (H): 0.2145, atom 7 (H): 0.2452, atom 8 (H): 0.2174

=====

This record from OMol25 describes C30H28GaN2Si as an isolated structure. The level of theory is ωB97M-V/def2-TZVPD.

gap between HOMO and LUMO: 6.52 eV
energy relative to the best compared isomer or geometry (same formula, charge and spin): 0.0000 eV
DFT total energy: -3483.59114 Ha
strongest force on any atom: 0.0668 hartree/bohr

```
! RIJCOSX wB97M-V def2-TZVPD def2/J DEFGRID3
* xyz 1 1
C -1.046 -1.028 -0.569
C -1.192 -0.238 -1.722
C 0.088 0.219 -2.143
H -2.117 -0.085 -2.277
C 1.069 -0.280 -1.266
C 0.376 -1.046 -0.221
H 0.851 -1.806 0.408
H -1.813 -1.628 -0.080
H 0.276 0.759 -3.069
H 2.153 -0.256 -1.402
Ga 0.272 0.704 1.002
C -0.365 2.418 0.973
H -0.224 2.876 -0.005
H -1.438 2.422 1.205
H 0.168 3.048 1.707
Si -3.705 3.093 -0.897
C -4.527 1.643 -0.056
C -4.867 0.422 -0.667
H -4.583 0.221 -1.704
C -5.616 -0.532 0.040
H -5.907 -1.464 -0.449
C -6.015 -0.290 1.358
H -6.599 -1.032 1.903
C -5.682 0.921 1.972
H -6.029 1.135 2.983
C -4.938 1.875 1.273
H -4.687 2.831 1.746
C -3.124 2.880 -2.652
C -4.062 2.776 -3.696
H -5.112 2.588 -3.461
C -3.653 2.951 -5.023
H -4.384 2.917 -5.828
C -2.309 3.185 -5.322
H -1.990 3.338 -6.355
C -1.363 3.228 -4.294
H -0.310 3.406 -4.520
C -1.764 3.057 -2.963
H -1.025 3.082 -2.159
H -2.564 3.603 -0.127
H -4.666 4.138 -0.931
C -1.875 -0.979 4.370
C -1.621 -0.493 3.086
N -0.353 -0.173 2.724
C 0.693 -0.323 3.599
C 0.486 -0.826 4.911
C -0.835 -1.138 5.276
C 1.630 -0.955 5.765
C 2.893 -0.637 5.329
C 3.136 -0.127 4.010
C 4.405 0.206 3.502
C 4.526 0.711 2.216
C 3.386 0.878 1.427
N 2.153 0.550 1.888
C 2.011 0.045 3.155
H -2.903 -1.227 4.631
H -2.402 -0.353 2.334
H -1.024 -1.496 6.289
H 1.461 -1.320 6.780
H 3.747 -0.769 5.996
H 5.287 0.052 4.123
H 5.496 0.976 1.798
H 3.453 1.272 0.413
*
```

Here are the natural (NBO) charges for atoms 1 to 8, given in e: atom 1 (C): -0.2776, atom 2 (C): -0.2674, atom 3 (C): -0.2711, atom 4 (H): 0.2353, atom 5 (C): -0.2983, atom 6 (C): -0.5887, atom 7 (H): 0.2564, atom 8 (H): 0.2318